{"formula": "C6H10N2S2", "method": "ωB97M-V/def2-TZVPD", "species": ["S", "C", "N", "N", "C", "C", "C", "C", "C", "S", "H", "H", "H", "H", "H", "H", "H", "H", "H", "H"], "positions_angstrom": [[4.956, 0.044, -0.257], [3.392, -0.167, 0.085], [2.657, -1.223, -0.170], [1.335, -1.146, 0.240], [0.856, 0.198, 0.332], [0.360, 0.691, -1.038], [-1.083, 0.149, -1.074], [-1.630, 0.263, 0.340], [-0.319, 0.455, 1.275], [2.412, 1.199, 0.682], [2.921, -2.019, -0.616], [1.150, -1.619, 1.167], [0.770, 0.231, -1.883], [0.617, 1.770, -1.192], [-1.075, -0.810, -1.630], [-1.616, 0.824, -1.804], [-2.394, 0.971, 0.362], [-2.197, -0.776, 0.491], [-0.272, 1.575, 1.683], [-0.341, -0.217, 2.113]], "atomic_forces_ev_per_a": [[1.22, -0.18, -0.17], [0.56, 2.13, -0.02], [-2.38, 1.99, 1.96], [-2.19, -2.01, 1.81], [1.16, 1.83, -1.33], [-0.66, 0.24, 0.56], [-0.07, 2.33, -2.24], [0.80, -4.30, 0.17], [-1.45, 1.96, -0.60], [-0.03, -1.17, 0.47], [1.18, -2.38, -1.52], [0.86, 0.53, -1.23], [1.67, -0.85, -0.92], [-1.08, -0.62, 0.46], [-0.10, 0.13, 1.10], [0.02, -0.60, 0.79], [-0.84, 1.52, 0.61], [1.28, 2.12, 0.44], [-0.05, -2.48, -0.89], [0.10, -0.20, 0.53]], "nbo_charge": [-0.13, -0.10, -0.43, -0.47, 0.03, -0.44, -0.42, -0.41, -0.43, 0.25, 0.41, 0.36, 0.22, 0.22, 0.22, 0.21, 0.22, 0.21, 0.24, 0.22], "e_above_lowest_kj_mol": 176.27, "smiles": "S=C1NNC2(CCCC2)S1", "spin_multiplicity": 1}

{"formula": "C12H6F3N4O7S", "method": "ωB97M-V/def2-TZVPD", "species": ["O", "S", "O", "C", "F", "F", "F", "C", "C", "C", "N", "O", "O", "N", "C", "C", "N", "O", "O", "C", "H", "H", "O", "C", "C", "C", "N", "C", "C", "H", "H", "H", "H"], "positions_angstrom": [[-1.282, -0.596, 3.645], [-0.645, -1.316, 2.564], [-0.040, -2.612, 2.757], [-1.918, -1.486, 1.156], [-2.946, -2.207, 1.630], [-2.372, -0.294, 0.712], [-1.339, -2.144, 0.125], [0.717, -0.278, 1.984], [1.627, -0.731, 0.962], [2.504, 0.283, 0.507], [3.175, 0.402, -0.718], [3.346, -0.349, -1.655], [3.616, 1.779, -0.810], [3.187, 2.459, 0.263], [2.499, 1.584, 1.057], [1.697, 1.940, 2.217], [1.802, 3.216, 2.895], [2.488, 4.150, 2.433], [1.186, 3.309, 3.983], [0.848, 0.930, 2.701], [1.682, -1.768, 0.565], [0.252, 1.089, 3.604], [1.679, -4.721, 0.898], [2.458, -4.949, 1.850], [2.978, -3.811, 2.639], [4.186, -3.964, 3.299], [4.757, -5.175, 3.514], [4.148, -6.284, 3.035], [3.010, -6.269, 2.238], [2.526, -2.813, 2.552], [4.707, -3.073, 3.690], [4.636, -7.234, 3.311], [2.589, -7.218, 1.875]], "atomic_forces_ev_per_a": [[-0.13, -0.42, -0.97], [1.80, -0.92, 1.10], [-1.33, 0.84, -0.33], [0.18, -0.28, -0.56], [0.75, 0.57, -0.33], [0.41, -0.83, 0.46], [-0.58, 0.68, 0.96], [0.89, -1.44, -1.68], [-1.32, 0.32, 1.30], [0.19, 0.69, -1.39], [-0.48, -0.18, 0.70], [0.04, 0.70, 0.92], [-0.53, -2.04, 0.34], [-1.14, -0.87, 1.67], [0.92, 2.81, -1.16], [-0.07, -2.14, -0.10], [0.12, 1.90, 1.81], [-1.27, -2.25, 0.34], [0.92, -0.26, -1.97], [0.88, 2.16, -0.76], [-0.47, 0.64, 0.26], [0.15, 0.05, -0.51], [-0.39, -0.43, 0.00], [0.49, 0.48, 0.46], [0.72, -0.65, -0.37], [-0.73, -0.95, -0.04], [0.55, 0.20, 0.18], [-0.44, 0.92, -0.09], [0.07, 0.83, 0.16], [0.13, -0.59, -0.15], [-0.15, -0.55, 0.01], [-0.27, 0.40, -0.18], [0.11, 0.63, -0.07]], "nbo_charge": [-0.91, 2.05, -0.84, 0.77, -0.30, -0.31, -0.30, -0.36, -0.07, -0.04, 0.41, -0.33, -0.13, -0.09, 0.15, -0.01, 0.50, -0.34, -0.39, -0.11, 0.32, 0.30, -0.75, 0.44, -0.40, 0.01, -0.58, 0.02, -0.42, 0.17, 0.16, 0.16, 0.20], "charge": -1, "e_above_lowest_kj_mol": 130.12, "spin_multiplicity": 1}

{"formula": "C30H47NO24S", "method": "ωB97M-V/def2-TZVPD", "species": ["H", "N", "C", "C", "C", "O", "C", "C", "C", "C", "O", "C", "O", "C", "S", "H", "H", "H", "H", "H", "H", "H", "H", "H", "H", "H", "H", "H", "H", "H", "H", "H", "H", "O", "C", "O", "C", "C", "O", "H", "H", "H", "H", "O", "C", "O", "C", "C", "O", "H", "H", "H", "H", "O", "C", "O", "C", "C", "O", "H", "H", "H", "H", "O", "C", "O", "C", "C", "O", "H", "H", "H", "H", "O", "C", "O", "C", "C", "O", "H", "H", "H", "H", "O", "C", "O", "C", "C", "O", "H", "H", "H", "H", "O", "C", "O", "C", "C", "O", "H", "H", "H", "H"], "positions_angstrom": [[1.386, -1.498, 4.890], [0.989, -2.400, 4.613], [-0.104, -2.240, 3.991], [-0.732, -0.920, 3.639], [0.083, -0.214, 2.549], [-0.654, 0.697, 1.767], [-1.024, 1.933, 2.349], [0.150, 2.696, 2.974], [0.495, 2.483, 4.456], [1.993, 2.292, 4.632], [2.730, 3.409, 4.173], [-2.223, 1.828, 3.275], [-3.262, 1.167, 2.575], [-4.442, 1.024, 3.289], [-4.362, -0.372, 4.474], [-0.623, -3.138, 3.658], [-1.747, -1.056, 3.268], [-0.773, -0.327, 4.558], [0.456, -0.962, 1.848], [0.963, 0.271, 2.990], [-1.365, 2.522, 1.494], [-0.026, 3.756, 2.791], [1.029, 2.423, 2.392], [-0.027, 1.627, 4.893], [0.221, 3.364, 5.041], [2.236, 2.169, 5.690], [2.318, 1.376, 4.121], [2.806, 3.379, 3.212], [-2.005, 1.283, 4.197], [-2.544, 2.847, 3.530], [-4.712, 1.926, 3.846], [-5.224, 0.803, 2.568], [-4.640, 0.289, 5.595], [-1.895, -4.402, 1.969], [-1.123, -5.310, 1.970], [-1.038, -6.239, 2.944], [-0.141, -7.273, 2.512], [0.702, -6.552, 1.477], [-0.206, -5.540, 1.009], [0.422, -7.642, 3.364], [-0.726, -8.083, 2.076], [1.570, -6.060, 1.918], [1.011, -7.187, 0.655], [2.632, 3.339, 1.069], [2.396, 2.926, -0.027], [1.703, 3.606, -0.957], [1.781, 2.881, -2.199], [2.081, 1.471, -1.725], [2.763, 1.719, -0.481], [0.845, 2.985, -2.737], [2.586, 3.306, -2.798], [1.178, 0.898, -1.511], [2.729, 0.911, -2.390], [5.135, -1.004, -3.126], [5.763, -0.095, -2.692], [7.111, 0.001, -2.704], [7.482, 1.327, -2.307], [6.265, 1.776, -1.514], [5.221, 1.002, -2.113], [8.398, 1.285, -1.727], [7.639, 1.927, -3.204], [6.332, 1.511, -0.458], [6.036, 2.834, -1.611], [1.342, -8.830, -0.888], [1.069, -8.310, -1.924], [1.967, -7.927, -2.853], [1.264, -7.530, -4.037], [-0.109, -7.178, -3.487], [-0.185, -8.011, -2.323], [1.783, -6.697, -4.502], [1.234, -8.377, -4.723], [-0.180, -6.137, -3.172], [-0.930, -7.418, -4.156], [1.033, 4.945, -4.364], [0.525, 5.836, -3.755], [1.186, 6.898, -3.261], [0.231, 7.842, -2.757], [-0.980, 6.961, -2.501], [-0.787, 5.905, -3.455], [0.631, 8.318, -1.867], [0.047, 8.591, -3.527], [-0.977, 6.526, -1.501], [-1.932, 7.447, -2.690], [-9.600, -4.370, 5.144], [-8.493, -4.166, 4.767], [-7.386, -4.233, 5.543], [-6.229, -4.147, 4.704], [-6.779, -3.441, 3.478], [-8.158, -3.827, 3.499], [-5.446, -3.593, 5.214], [-5.882, -5.157, 4.483], [-6.713, -2.356, 3.568], [-6.323, -3.760, 2.545], [1.323, 3.077, -10.638], [0.860, 3.637, -9.700], [1.400, 3.650, -8.459], [0.694, 4.604, -7.657], [-0.642, 4.690, -8.374], [-0.289, 4.358, -9.719], [0.627, 4.253, -6.633], [1.239, 5.550, -7.682], [-1.357, 3.950, -8.008], [-1.095, 5.677, -8.353]], "atomic_forces_ev_per_a": [[-0.01, 0.00, -0.01], [-0.05, 0.00, 0.01], [0.14, -0.13, 0.03], [0.02, -0.04, 0.09], [0.16, -0.06, 0.06], [0.00, -0.06, -0.09], [-0.02, 0.19, 0.09], [-0.09, -0.08, 0.04], [0.06, 0.07, 0.05], [0.06, -0.09, 0.07], [0.10, 0.05, 0.12], [-0.13, -0.14, 0.01], [0.01, 0.19, -0.23], [-0.10, 0.03, 0.10], [-0.07, -0.26, -0.02], [-0.01, 0.02, -0.04], [0.01, -0.06, 0.06], [-0.07, 0.01, -0.11], [-0.06, 0.03, -0.04], [-0.03, -0.06, -0.05], [0.02, -0.10, -0.08], [0.11, 0.04, 0.00], [-0.09, 0.12, -0.18], [0.06, 0.04, -0.01], [-0.15, -0.06, 0.02], [0.01, 0.04, 0.00], [0.04, 0.04, -0.01], [-0.06, -0.02, -0.09], [-0.02, 0.11, -0.01], [0.02, 0.00, 0.11], [0.01, 0.00, -0.01], [0.03, -0.03, -0.02], [0.00, 0.17, 0.12], [-0.06, 0.00, -0.03], [0.08, 0.01, 0.04], [-0.06, -0.02, 0.01], [0.03, -0.02, -0.06], [0.08, -0.07, 0.10], [0.01, 0.02, -0.04], [-0.01, 0.07, 0.04], [0.01, -0.01, -0.01], [-0.02, 0.03, 0.02], [-0.07, 0.02, -0.05], [0.20, 0.11, -0.02], [-0.13, -0.12, 0.09], [-0.01, 0.09, -0.07], [0.02, -0.15, -0.04], [-0.05, 0.02, -0.08], [0.00, -0.03, 0.01], [-0.02, 0.00, 0.06], [0.00, 0.00, 0.00], [-0.01, 0.02, 0.04], [0.09, 0.01, 0.08], [-0.01, 0.00, -0.01], [0.03, 0.04, 0.02], [0.01, -0.03, -0.02], [-0.03, 0.06, 0.02], [0.07, -0.05, 0.04], [-0.05, 0.05, -0.04], [-0.01, -0.06, 0.02], [0.00, 0.01, 0.00], [0.01, 0.01, 0.01], [-0.03, -0.01, -0.06], [0.00, 0.00, -0.01], [-0.02, 0.03, -0.01], [0.03, -0.04, -0.01], [-0.07, 0.01, -0.02], [0.05, 0.03, -0.04], [-0.03, 0.00, 0.02], [0.03, 0.02, 0.06], [-0.01, 0.00, -0.01], [0.01, 0.01, -0.01], [-0.01, -0.06, 0.02], [-0.06, 0.08, -0.08], [0.05, -0.04, 0.11], [0.03, 0.04, -0.04], [-0.07, 0.00, 0.00], [0.04, 0.04, 0.04], [-0.03, -0.02, 0.00], [0.04, -0.06, 0.02], [-0.01, 0.01, 0.00], [0.01, 0.01, 0.01], [0.00, -0.02, -0.07], [-0.01, -0.01, 0.00], [0.04, 0.04, -0.02], [0.00, -0.03, 0.03], [0.02, 0.00, -0.07], [0.10, 0.05, 0.02], [-0.03, 0.00, 0.00], [-0.05, 0.04, 0.04], [0.01, 0.00, -0.01], [0.01, 0.00, 0.01], [-0.05, -0.06, -0.01], [0.00, -0.01, 0.00], [-0.01, 0.03, 0.03], [0.03, -0.02, 0.00], [-0.08, 0.04, -0.02], [0.02, -0.01, 0.06], [-0.02, -0.01, -0.03], [0.05, -0.07, -0.02], [0.00, 0.01, 0.00], [0.00, 0.00, 0.01], [0.03, 0.02, -0.06]], "lowdin_charge": [0.04, 0.10, -0.23, -0.16, -0.19, -0.09, -0.31, -0.13, -0.17, -0.27, -0.06, -0.18, -0.19, -0.55, 0.76, 0.09, 0.09, 0.10, 0.13, 0.10, 0.15, 0.13, 0.09, 0.09, 0.12, 0.12, 0.11, 0.05, 0.09, 0.14, 0.09, 0.08, -0.15, 0.14, -0.59, 0.06, -0.10, -0.10, 0.06, 0.13, 0.13, 0.14, 0.10, 0.14, -0.57, 0.07, -0.10, -0.09, 0.07, 0.12, 0.13, 0.14, 0.12, 0.17, -0.57, 0.06, -0.11, -0.11, 0.03, 0.13, 0.13, 0.14, 0.13, 0.15, -0.58, 0.07, -0.11, -0.11, 0.06, 0.13, 0.13, 0.13, 0.13, 0.14, -0.57, 0.07, -0.10, -0.10, 0.06, 0.13, 0.13, 0.13, 0.13, 0.16, -0.58, 0.06, -0.11, -0.12, 0.06, 0.12, 0.13, 0.10, 0.13, 0.17, -0.57, 0.06, -0.11, -0.12, 0.05, 0.11, 0.13, 0.13, 0.13], "smiles": "[H]/N=C\\CCO[C@H](CCCO)COCS.O=C1OCCO1.O=C1OCCO1.O=C1OCCO1.O=C1OCCO1.O=C1OCCO1.O=C1OCCO1.O=C1OCCO1", "spin_multiplicity": 1, "e_tot_ev": -93336.6016}